The following is a quantum chemistry calculation of C7H16Si in the gas phase in a non-equilibrium geometry, from OMol25.

Last column: Löwdin charge in e.
Atoms and positions in Å:
C  -1.557259  -1.473800  -0.244675  -0.28
C  -2.157575  -0.300546  0.393510  -0.17
C  -0.355403  -0.621592  -0.912775  -0.13
C  -2.989686  0.656987  -0.276050  -0.13
C  2.539163  -0.385369  -1.228686  -0.19
C  1.506849  -0.908429  1.651983  -0.20
C  1.069492  2.002946  0.311262  -0.21
Si  1.130518  -0.005424  -0.050849  0.49
H  -1.230514  -2.239504  0.491918  0.10
H  -2.242662  -1.909541  -1.051405  0.12
H  -1.609049  -0.076445  1.325307  0.10
H  -0.505198  -0.002912  -1.767609  0.04
H  -4.031973  0.796638  0.184168  0.10
H  -3.175407  0.417338  -1.302580  0.07
H  -2.555520  1.677687  -0.074466  0.10
H  2.369469  -1.347670  -1.738967  0.04
H  2.367790  0.313238  -2.021237  0.01
H  3.497277  -0.384335  -0.810997  0.01
H  2.346727  -0.867586  2.381935  0.02
H  0.588901  -0.688390  2.380897  0.05
H  1.505283  -1.919317  1.234203  0.00
H  1.132903  2.643637  -0.699981  0.05
H  0.309937  2.329316  1.010630  -0.02
H  2.045943  2.293079  0.814466  0.01

Atoms 1-3, force components in eV/Å:
-0.26 -0.66 -2.06
3.83 -0.91 0.02
-2.25 -1.04 3.19

## Properties
Orbital gap (spin up / spin down) ... 8.2 / 7.8 eV
E_HOMO (spin up / spin down) ... -7.752 / -7.507 eV
Net charge ... 0
Energy above the lowest of the compared OMol25 structures with the same formula, charge and spin ... 4.355 eV
Molecular weight ... 128.29 g mol⁻¹
Energy ... -15392.690 eV